*A*
Computed, not measured: 2 unconnected molecules or ions with the total composition C4H13N2O2, with wB97M-V/def2-TZVPD.

Properties
* net charge: +1
* Kohn-Sham gap: 11.267 eV
* E_HOMO: -14.11 eV

Cartesian coordinates (Å):
C1 -1.165 1.694 0.904
C2 -0.658 0.443 0.132
C3 0.401 0.720 -0.859
C4 0.863 -0.582 -1.482
N1 2.102 -1.077 -1.413
O1 -0.030 -1.436 -1.710
N2 -1.918 -0.277 -0.399
H1 -1.820 1.455 1.731
H2 -1.622 2.402 0.210
H3 -0.218 1.990 1.348
H4 -0.368 -0.219 0.944
H5 0.089 1.297 -1.753
H6 1.332 1.175 -0.498
H7 2.997 -0.617 -1.301
H8 2.267 -1.955 -1.890
H9 -2.685 0.342 -0.653
H10 -2.223 -0.814 0.410
H11 -1.609 -0.906 -1.188
H12 1.193 -1.268 3.189
H13 2.000 -1.273 2.045
O2 1.071 -1.096 2.232

---

*B*
Computed, not measured: 2 unconnected molecules or ions with the total composition C4H13N2O2, with wB97M-V/def2-TZVPD.

Properties
* net charge: +1
* Kohn-Sham gap: 10.920 eV
* E_HOMO: -14.14 eV

Cartesian coordinates (Å):
N1 -0.409 -2.203 -1.142
C1 -0.067 -0.765 -0.842
C2 -1.200 -0.077 -0.098
C3 1.268 -0.868 -0.095
N2 1.896 0.260 0.261
C4 1.600 1.594 -0.285
O1 1.657 -1.989 0.216
H1 -1.189 -2.492 -0.546
H2 -0.619 -2.396 -2.118
H3 0.416 -2.747 -0.800
H4 0.097 -0.301 -1.812
H5 -1.273 -0.480 0.912
H6 -0.983 0.987 -0.064
H7 -2.133 -0.202 -0.645
H8 2.889 0.143 0.447
H9 1.311 1.592 -1.330
H10 2.471 2.234 -0.187
H11 0.821 2.056 0.318
H12 -2.042 1.207 2.970
H13 -2.651 2.498 2.460
O2 -1.860 1.948 2.381

---

*C*
Computed, not measured: 2 unconnected molecules or ions with the total composition C4H13N2O2, with wB97M-V/def2-TZVPD.

Properties
* net charge: +1
* Kohn-Sham gap: 10.671 eV
* E_HOMO: -13.51 eV

Cartesian coordinates (Å):
N1 1.288 0.421 -0.766
C1 1.031 1.182 0.501
C2 -0.263 0.682 1.216
N2 -1.013 -0.296 0.470
C3 -0.919 -1.660 0.962
C4 0.313 -2.488 0.766
O1 1.436 -2.107 0.532
H1 0.353 0.175 -1.068
H2 1.961 -0.337 -0.658
H3 1.583 1.046 -1.520
H4 1.897 1.168 1.153
H5 0.891 2.177 0.093
H6 -0.820 1.612 1.351
H7 0.026 0.384 2.226
H8 -1.976 -0.039 0.311
H9 -1.223 -1.840 2.009
H10 -1.681 -2.235 0.458
H11 0.131 -3.570 0.882
H12 -1.409 2.454 -2.584
H13 -0.843 1.525 -3.636
O2 -0.763 1.747 -2.697

---

Verdict on stability: *C* comes out at the bottom.

---

*A*
Computed, not measured: 2 unconnected molecules or ions with the total composition C5H9NO3, with wB97M-V/def2-TZVPD.

Properties
* net charge: 0
* structure (SMILES): CC(=O)C(C)=O.NC=O
* Kohn-Sham gap: 9.281 eV
* E_HOMO: -9.52 eV

Cartesian coordinates (Å):
C1 1.068 -2.183 0.014
C2 -0.830 0.314 1.723
C3 0.174 2.196 -1.414
C4 0.268 0.832 0.842
C5 -0.236 0.942 -0.709
N1 -0.088 -2.527 -0.577
O1 1.395 -2.620 1.112
O2 1.168 1.552 1.193
O3 -0.967 0.113 -1.196
H1 1.694 -1.450 -0.523
H2 -0.480 -1.942 -1.300
H3 -0.647 -3.280 -0.209
H4 -1.795 0.764 1.498
H5 -0.584 0.493 2.767
H6 -0.934 -0.749 1.508
H7 1.197 2.460 -1.151
H8 -0.479 3.007 -1.088
H9 0.078 2.079 -2.491

---

*B*
Computed, not measured: 2 unconnected molecules or ions with the total composition C5H9NO3, with wB97M-V/def2-TZVPD.

Properties
* net charge: 0
* structure (SMILES): CO[C@H](O)C(N)=O.C#C
* Kohn-Sham gap: 10.231 eV
* E_HOMO: -9.33 eV

Cartesian coordinates (Å):
C1 -2.254 0.780 0.175
C2 0.423 -1.085 1.916
C3 1.127 -1.962 1.481
O1 -1.270 -0.222 -0.008
H1 -0.047 -0.251 2.355
H2 -2.728 1.033 -0.780
H3 -3.001 0.350 0.840
H4 -1.819 1.687 0.600
H5 1.741 -2.791 1.281
H6 0.308 -1.714 -0.602
C4 0.790 1.025 -0.460
N1 2.029 0.688 -0.853
C5 -0.296 0.051 -0.995
O2 0.529 1.982 0.236
O3 0.241 -1.158 -1.409
H7 2.820 1.213 -0.520
H8 2.166 -0.158 -1.381
H9 -0.760 0.532 -1.877

---

*C*
Computed, not measured: a single C5H9NO3 molecule, with wB97M-V/def2-TZVPD.

Properties
* net charge: 0
* structure (SMILES): C[C@@]1(CN)O[C@@H]1C(=O)O
* Kohn-Sham gap: 10.092 eV
* E_HOMO: -9.40 eV

Cartesian coordinates (Å):
C1 0.732 -0.280 -2.099
C2 0.151 -0.135 -0.718
C3 -0.257 1.276 -0.340
N1 -0.936 1.348 0.931
C4 0.436 -0.780 1.793
O1 1.439 -0.603 2.445
C5 0.484 -1.116 0.323
O2 -0.769 -1.171 -0.338
H1 0.990 -1.324 -2.309
H2 0.015 0.076 -2.852
H3 1.643 0.329 -2.181
H4 0.673 1.860 -0.258
H5 -0.818 1.693 -1.195
H6 -0.844 2.248 1.384
H7 1.195 -1.915 0.086
H8 -1.891 0.855 1.090
O3 -0.799 -1.030 2.447
H9 -1.445 -1.331 1.790

---

Verdict on stability: *B* comes out at the bottom.

---

*A*
Computed, not measured: a single C5H9NO3 molecule, with wB97M-V/def2-TZVPD.

Properties
* net charge: 0
* Kohn-Sham gap (spin up / spin down): 9.043 / 7.621 eV
* E_HOMO (spin up / spin down): -8.31 / -7.37 eV

Cartesian coordinates (Å):
C1 0.452 -1.826 0.212
C2 -1.988 0.559 -0.252
C3 -1.176 1.575 0.576
C4 1.865 -1.916 -0.220
N1 -1.584 -0.784 0.079
C5 0.333 1.438 0.320
O1 -0.322 -0.949 -0.321
O2 0.641 1.773 -0.952
O3 1.173 1.318 1.178
H1 1.604 1.833 -1.049
H2 0.002 -2.619 0.787
H3 -1.837 0.776 -1.318
H4 -3.043 0.626 0.005
H5 -1.465 2.578 0.261
H6 -1.361 1.442 1.638
H7 2.528 -1.624 0.605
H8 2.060 -1.250 -1.068
H9 2.118 -2.948 -0.479

---

*B*
Computed, not measured: a molecular structure, C5H9NO3, with wB97M-V/def2-TZVPD.

Properties
* net charge: 0
* Kohn-Sham gap: 8.004 eV
* E_HOMO: -7.86 eV

Cartesian coordinates (Å):
C1 0.060 -0.090 -1.018
C2 -0.034 -0.920 1.211
C3 -0.372 1.242 -0.437
C4 -0.831 -0.826 -1.959
N1 0.765 1.567 0.394
C5 1.429 0.375 0.670
O1 1.324 -0.259 -1.061
O2 -0.495 -0.306 2.401
O3 2.415 0.158 1.295
H1 0.274 -0.116 2.952
H2 0.629 2.149 1.209
H3 -0.921 -1.336 0.734
H4 0.678 -1.733 1.378
H5 -1.303 1.156 0.127
H6 -0.485 1.964 -1.253
H7 -0.510 -1.863 -2.056
H8 -1.873 -0.796 -1.641
H9 -0.750 -0.365 -2.947

---

Verdict on stability: *A* comes out at the bottom.

---

*A*
Computed, not measured: a single C5H9NO3 molecule, with wB97M-V/def2-TZVPD.

Properties
* net charge: 0
* structure (SMILES): C[C@@H](C(O)=C=N)C(O)O
* Kohn-Sham gap: 8.619 eV
* E_HOMO: -7.94 eV

Cartesian coordinates (Å):
C1 1.290 -0.367 -0.030
C2 -0.232 1.302 1.271
C3 -1.231 -0.522 -0.118
C4 -1.055 -0.831 -1.381
C5 -0.083 -0.128 0.756
O1 2.304 -0.197 0.919
O2 1.451 0.498 -1.112
O3 -2.469 -0.477 0.505
N1 -1.020 -1.419 -2.454
H1 3.157 -0.352 0.496
H2 1.390 1.405 -0.782
H3 -3.149 -0.765 -0.113
H4 1.327 -1.377 -0.462
H5 -0.841 -0.904 -3.314
H6 -0.020 -0.812 1.605
H7 0.650 1.579 1.845
H8 -0.368 2.003 0.448
H9 -1.102 1.364 1.920

---

*B*
Computed, not measured: a single C5H9NO3 molecule, with wB97M-V/def2-TZVPD.

Properties
* net charge: 0
* structure (SMILES): CC(=O)[C@@]1(C)O[C@@]1(N)O
* Kohn-Sham gap: 10.109 eV
* E_HOMO: -9.37 eV

Cartesian coordinates (Å):
C1 0.903 -0.851 0.600
C2 2.040 -1.365 -0.228
C3 0.078 0.426 -1.506
C4 -1.239 0.550 0.749
C5 -0.179 -0.103 -0.115
N1 -1.947 1.645 0.222
O1 0.842 -1.062 1.804
O2 -1.112 0.598 2.093
O3 -1.452 -0.711 0.089
H1 -0.464 -0.120 2.368
H2 -2.015 2.378 0.919
H3 -2.864 1.363 -0.093
H4 1.672 -1.983 -1.039
H5 2.588 -0.519 -0.657
H6 2.730 -1.940 0.406
H7 -0.758 1.017 -1.864
H8 0.957 1.058 -1.529
H9 0.220 -0.380 -2.219

---

Verdict on stability: *A* comes out at the bottom.